Entry from OMol25: a 2-piece molecular cluster, C3H6N2S overall at a distorted geometry (wB97M-V/def2-TZVPD).

Element x y z (Å)
C  0.58606  -0.55512  0.33073
C  1.26997  -1.48671  -0.48310
C  -1.38968  1.01944  0.53448
H  0.49570  1.75016  -2.09038
H  0.52604  -0.50349  1.46475
H  2.01484  -2.08561  0.21043
H  1.15272  -2.04159  -1.84612
H  -1.92992  1.91548  0.18389
H  -0.52264  0.39121  2.10690
N  -0.48379  0.18807  -0.27488
N  -1.37873  0.84765  1.81275
S  -0.34058  0.56049  -1.94944

Forces on atoms 1 to 3 (eV/Å):
C -0.6 -2.3 -2.9
C 0.4 -1.3 1.4
C 2.3 -1.3 2.3

## Properties
Total charge ... 0
2S+1 ... 1
ΔE to the lowest compared entry with this formula, charge and spin ... 498.0 kJ/mol
Frontier orbital gap ... 9.19 eV